Density functional theory data (the ωB97M-V functional and the def2-TZVPD basis) for 10 unconnected molecules or ions with the total composition C52H134N10O16 at a distorted geometry.

XYZ file:
```
212
Properties=species:S:1:pos:R:3:forces:R:3:mulliken_charge:R:1
C 24.59727 -6.09108 35.93853 -1.5387 0.2558 -0.6275 -0.648
O 25.37856 -5.93508 37.03744 1.7291 -0.0335 2.1177 -0.354
C 24.78298 -5.21621 38.13177 1.5066 -0.6220 -0.6722 -0.734
C 25.02512 -3.73838 37.87569 1.0282 0.5194 -1.0424 0.489
C 26.49673 -3.27350 37.54795 -0.5572 -0.4215 0.3149 -1.275
N 24.64425 -2.89672 38.97962 -1.1072 0.2625 0.0347 -0.695
H 23.67952 -6.54897 36.30754 -0.4486 -0.5177 -0.7515 0.302
H 25.10209 -6.65503 35.15416 0.0041 -0.2895 0.3470 0.242
H 24.30883 -5.14298 35.48464 -0.0543 0.3490 -0.1766 0.257
H 23.76879 -5.57062 38.31595 -0.6232 0.5957 -0.5505 0.374
H 25.25264 -5.53520 39.06223 0.7277 -0.0409 -0.0687 0.318
H 24.43081 -3.51817 36.98890 -0.2297 0.4896 0.0944 0.234
H 26.99638 -3.62413 36.64489 -0.2455 -0.6559 0.1851 0.302
H 27.07822 -3.48610 38.44504 0.3894 -0.1473 -0.1422 0.302
H 26.50383 -2.18867 37.44218 -0.3916 0.0227 0.1802 0.350
H 24.90952 -3.33670 39.84919 0.0406 -0.0034 0.2477 0.270
H 23.63568 -2.84887 38.95540 -0.2295 0.2364 0.5081 0.266
C 13.82861 -6.48120 23.06818 -0.2547 -2.1879 -0.5070 -0.693
O 13.22480 -7.82157 22.93105 0.4196 0.1141 1.2241 -0.317
C 12.01321 -7.91336 22.22687 -1.2474 1.3410 -0.0384 -0.829
C 11.35797 -9.32038 22.06027 2.4552 -0.6860 1.4459 0.722
C 9.97715 -9.41100 21.53819 -0.4129 1.6144 -1.6132 -1.364
N 11.25057 -10.04665 23.31386 0.4705 -0.4579 2.0780 -0.684
H 14.07554 -6.15654 22.05737 0.0445 0.4013 0.0444 0.315
H 14.73483 -6.70951 23.62920 0.0210 0.2598 -0.1441 0.229
H 13.25876 -5.73353 23.61987 -0.4717 -0.2381 -0.1128 0.278
H 11.25665 -7.26138 22.66348 -0.2027 0.2181 0.5453 0.360
H 12.23167 -7.42757 21.27588 -0.4257 -0.4638 -0.7963 0.355
H 12.07752 -9.78073 21.38320 -0.1386 -0.6129 -0.4261 0.153
H 9.97772 -8.77250 20.65478 -0.4411 -0.3413 -0.6329 0.331
H 9.21592 -8.96196 22.17615 0.2226 -0.2988 0.3992 0.378
H 9.73975 -10.44526 21.28908 -0.1155 0.1798 -0.0420 0.368
H 10.95293 -11.01165 23.29699 -0.6763 0.0711 -1.0467 0.212
H 12.02341 -10.17244 23.95182 0.7582 1.0797 -0.3734 0.187
C 21.70307 -7.05371 28.11275 -0.0014 0.2388 0.9235 -0.676
O 21.27459 -5.88623 28.83132 0.8706 0.8372 -1.2838 -0.333
C 21.40743 -4.66603 28.06750 0.5278 0.0619 -0.5153 -0.647
C 22.89283 -4.16975 27.83569 0.7118 0.0961 1.0875 0.573
C 23.50488 -3.89950 29.20011 -0.1244 -1.1648 0.0581 -1.473
N 23.11254 -2.97933 26.99676 -1.9739 0.0160 -0.4296 -0.680
H 21.93854 -7.75866 28.91006 -0.2698 -0.3332 -0.2350 0.253
H 22.62780 -6.93620 27.54779 -0.0292 0.3888 -0.1085 0.293
H 20.91408 -7.41774 27.45466 -0.0421 -0.0761 -0.0017 0.282
H 20.88861 -4.73258 27.11121 -0.0265 -0.3675 -0.2942 0.346
H 20.84363 -3.91960 28.62702 0.2590 0.1467 0.2226 0.372
H 23.54118 -4.89623 27.34582 -0.4900 -0.7530 0.1845 0.036
H 22.88150 -3.28163 29.84643 0.0968 0.3949 -0.2337 0.322
H 24.50212 -3.49515 29.02653 0.0376 0.0106 0.5133 0.459
H 23.54325 -4.87134 29.69221 0.4542 0.0447 0.3557 0.361
H 22.22074 -2.50681 27.03581 -0.1615 0.6502 -0.5182 0.263
H 23.75854 -2.32314 27.41172 0.1744 -0.1937 0.2724 0.251
C 29.56059 -8.92486 26.57439 -0.8889 0.7088 0.9709 -0.757
O 29.91671 -7.67051 26.01647 0.2984 -0.7238 0.1991 -0.300
C 28.98454 -6.63044 26.28671 1.6113 0.3096 -2.2484 -0.733
C 29.48367 -5.42539 25.35603 0.6431 -1.5006 1.9943 0.362
C 30.92273 -4.97048 25.70115 -0.6631 -1.3550 -0.3489 -1.289
N 28.67189 -4.34861 25.74628 -0.9180 1.6994 -0.0156 -0.659
H 30.19905 -9.78228 26.36154 0.2724 0.5501 -0.6690 0.253
H 28.52377 -9.13995 26.31587 -0.1239 -0.3705 -0.3064 0.298
H 29.55236 -8.83577 27.66071 0.0831 -0.0132 0.3532 0.311
H 27.98942 -6.95620 25.98387 -0.3067 0.0308 -0.2036 0.407
H 28.91351 -6.31794 27.32852 0.4427 0.0283 0.2059 0.388
H 29.42566 -5.64996 24.29099 -0.1452 -0.6086 -0.0703 0.262
H 31.57513 -5.82752 25.53398 0.2950 0.1487 0.2655 0.288
H 30.88334 -4.65832 26.74477 0.4148 0.0614 -0.0908 0.320
H 31.24709 -4.16756 25.03916 -0.1135 0.1595 0.1244 0.409
H 27.68745 -4.57318 25.76966 -0.1652 0.2210 -0.3828 0.188
H 28.88504 -3.63089 25.06837 -0.7521 0.6573 0.2167 0.253
C 21.45014 -1.10940 21.10290 -1.1105 -0.5712 0.0357 -0.810
O 21.28937 -2.51109 21.40551 0.3440 1.8261 0.6240 -0.268
C 21.30001 -3.40208 20.30166 0.5675 1.5320 1.1315 -0.479
C 21.14025 -4.77077 20.99365 0.0864 0.4623 -2.9689 -0.471
N 21.28240 -5.73968 19.88697 -0.1505 -1.3110 0.5053 -0.258
C 20.87708 -7.13688 20.17839 -0.2945 0.0104 -1.4987 -0.686
C 20.64845 -7.87502 18.80945 0.1670 0.2328 1.4515 -0.642
O 21.87781 -8.40032 18.35121 -0.1268 0.6665 0.9990 -0.242
C 21.85777 -8.91393 17.06564 0.4255 0.3601 -0.5613 -0.723
H 21.56675 -0.52826 22.01766 0.5935 -0.4676 0.1469 0.259
H 20.52128 -0.69082 20.71548 -0.3700 -0.2206 -0.4110 0.319
H 22.20621 -0.86881 20.35552 0.4399 -0.3256 0.1785 0.298
H 22.26669 -3.25673 19.81948 0.5310 -0.7370 -0.1127 0.292
H 20.63674 -2.97713 19.54828 -0.9513 -0.9986 -0.0666 0.350
H 20.12003 -4.87223 21.36370 0.2796 0.0676 0.4747 0.279
H 21.94582 -4.76545 21.72790 -0.3552 -0.4191 0.4529 0.199
H 22.25247 -5.90744 19.66133 0.3622 0.8709 -0.2100 0.233
H 19.91275 -7.16134 20.68591 0.1822 0.0575 0.3654 0.489
H 21.68832 -7.62460 20.71889 -0.3722 -0.4614 0.3775 0.324
H 20.18750 -7.10331 18.19293 0.3100 -0.0226 -0.6649 0.349
H 19.93294 -8.69278 18.89557 -0.1873 -0.1829 0.2400 0.389
H 22.90696 -9.06841 16.81375 -0.0933 -0.1625 -0.2573 0.197
H 21.43606 -8.16540 16.39484 -0.0736 -0.0572 -0.3849 0.330
H 21.31331 -9.85187 16.95641 -0.1960 -0.1567 0.1572 0.274
C 16.92971 2.29645 28.04503 -1.2665 1.3936 1.6892 -0.445
O 17.42634 1.35678 27.23022 0.1406 -2.5105 -2.6241 -0.320
C 16.44275 0.50423 26.53391 -0.4699 2.3944 -0.6680 -0.675
C 15.21173 1.35113 25.88988 0.3070 -1.7594 0.4985 -0.704
N 15.61500 2.24749 24.84803 0.5141 0.4388 -1.0348 -0.294
C 15.06666 3.60547 24.88083 1.6075 -0.5600 1.9896 -0.265
C 13.58347 3.70458 24.88852 -1.1216 0.9718 -0.5521 -0.472
O 13.16493 5.08315 24.94488 -0.0213 1.2261 1.2867 -0.392
C 13.31615 5.75608 26.27238 0.7712 -1.4018 -0.7168 -0.760
H 16.28455 3.02703 27.55703 0.0993 0.3273 -0.3217 0.032
H 17.75188 2.82000 28.53292 0.0091 -0.0206 -0.0328 0.273
H 16.28377 1.86505 28.80973 -0.0709 -0.1504 0.5222 0.317
H 16.10176 -0.29691 27.18964 -0.1459 0.1106 0.0474 0.374
H 17.01173 0.11289 25.69056 -0.0583 -0.2683 0.1588 0.345
H 14.56760 1.78002 26.65752 0.3317 0.4718 0.3203 0.330
H 14.52253 0.70498 25.34620 0.0464 -1.0555 0.6465 0.420
H 16.62393 2.26003 24.80324 0.0199 0.3815 -0.1037 0.265
H 15.47630 4.20062 24.06469 -0.1357 -0.0942 -0.0257 0.303
H 15.45109 3.98812 25.82628 -0.0627 0.9845 0.1758 0.105
H 12.96241 3.22200 25.64317 0.7043 -0.6705 0.3022 0.395
H 13.30526 3.29587 23.91710 -0.6884 0.2588 -0.1051 0.290
H 14.31698 6.16835 26.40066 0.1155 0.1597 -0.4412 0.286
H 13.24706 5.04601 27.09648 -0.3108 -0.4454 -0.0942 0.312
H 12.60604 6.54983 26.50433 -0.3107 -0.1863 -0.9174 0.281
C 15.07247 -19.17243 23.70166 -0.0460 -0.2535 0.7536 -0.782
O 14.00502 -18.22000 23.76080 -0.1208 -0.5025 1.8503 -0.306
C 13.13745 -18.35387 24.96116 -1.9491 0.0544 -1.6044 -0.459
C 12.10660 -17.16716 24.91967 2.1389 0.3085 -0.3131 -0.812
N 12.76411 -15.88779 25.19167 -0.6615 0.5946 1.1023 -0.352
C 13.29653 -15.80061 26.57006 -0.1522 0.1192 -0.5820 -0.635
C 13.41691 -14.32117 27.13132 -0.1459 -2.1032 -1.6606 -0.480
O 14.23042 -14.33269 28.23813 0.2561 0.6833 1.1435 -0.345
C 15.60424 -14.16232 28.05986 0.7349 -0.2403 0.4655 -0.697
H 15.83318 -18.93774 22.95712 -0.3616 0.5996 -0.1017 0.240
H 14.77600 -20.19994 23.49089 -0.6655 -0.0412 -0.2143 0.316
H 15.57598 -19.25585 24.66479 0.1602 0.2944 0.2052 0.326
H 13.51653 -18.50393 25.97205 1.3239 0.5700 -0.2403 0.398
H 12.50559 -19.23854 24.88231 0.0900 -0.4924 -0.6119 0.399
H 11.30575 -17.29047 25.64873 0.0062 -0.2541 -0.1032 0.417
H 11.71700 -17.07546 23.90581 -0.2505 -0.3913 0.0605 0.359
H 13.54008 -15.74833 24.56038 -0.0678 -0.0918 -0.2526 0.288
H 14.21976 -16.37956 26.54628 0.7985 0.6552 0.5402 0.318
H 12.70449 -16.41205 27.25104 -0.5372 0.2590 0.0243 0.339
H 12.43074 -13.96492 27.42908 0.0226 0.0154 -0.1148 0.293
H 13.81047 -13.71057 26.31869 0.0167 0.3420 -0.0290 0.325
H 16.08387 -15.00950 27.56961 -0.0471 -0.3324 -0.0103 0.280
H 16.00281 -14.05790 29.06898 0.1556 -0.1944 -0.0454 0.269
H 15.96134 -13.28561 27.51953 -0.6736 0.4162 -0.2871 0.302
C 21.22792 -14.85264 24.87563 -1.7088 1.2384 -0.1611 -0.665
O 19.96244 -14.11013 24.74244 1.5363 -0.7130 1.3216 -0.435
C 19.37337 -14.09441 23.49076 -0.6142 0.0318 0.2265 -0.526
C 18.66333 -15.37812 23.12331 0.5586 -0.3105 -1.1155 -0.458
N 17.81012 -15.19712 21.95055 -0.8171 -1.0070 0.8239 -0.310
C 18.34564 -14.75446 20.69594 1.2927 0.3883 -0.2415 -0.911
C 19.47089 -15.58096 20.05270 0.0090 -1.1301 0.3039 -0.375
O 18.96315 -16.80987 19.53693 -0.1988 -0.5457 -0.4297 -0.307
C 19.90845 -17.61353 18.82644 0.2238 1.3300 -0.5971 -0.811
H 21.49618 -15.22741 23.88786 0.2999 -0.2624 0.2157 0.320
H 21.06910 -15.62433 25.62887 0.1825 -0.2023 -0.2805 0.234
H 21.94744 -14.12352 25.24814 0.2176 -0.1985 -0.1217 0.243
H 20.11020 -13.86019 22.72244 0.1189 0.1612 -0.2406 0.362
H 18.65956 -13.27471 23.57243 -0.1765 0.0223 -0.4348 0.303
H 18.05612 -15.86692 23.88520 -0.0684 0.6783 0.3778 0.424
H 19.39729 -16.14122 22.86429 0.6614 -0.1904 0.2473 0.252
H 17.47374 -16.14049 21.82018 -0.6933 0.0032 -0.4221 0.259
H 18.86205 -13.81016 20.86833 -0.4510 0.4703 -0.1104 0.397
H 17.46974 -14.60937 20.06360 0.3939 0.0587 -0.4431 0.369
H 20.21827 -15.82442 20.80785 0.0669 -0.1223 0.6232 0.222
H 20.10411 -15.04073 19.34893 -0.5707 0.3096 -0.7239 0.502
H 20.79098 -17.82720 19.42941 -0.0606 -0.3377 0.1481 0.314
H 20.24487 -17.06966 17.94376 0.4139 0.5987 -0.0075 0.312
H 19.50970 -18.48308 18.30397 -0.6421 -0.2739 1.0609 0.283
C 24.50418 -20.71817 38.26786 -0.0023 -0.0901 -0.6135 -0.683
O 25.25610 -19.77501 38.98511 -0.3272 1.7531 1.4384 -0.356
C 25.54115 -18.47516 38.44404 0.2859 0.1387 -2.3022 -0.598
C 24.38848 -17.65354 37.82881 0.3869 -0.5711 -0.0308 -0.483
N 24.83639 -16.32228 37.28708 -0.3651 -1.0786 2.7034 -0.333
C 23.84324 -15.70969 36.43819 0.2978 -0.8110 -1.3914 -0.445
C 24.28177 -14.32500 35.98183 -0.6991 0.4828 -0.0315 -0.656
O 23.17280 -13.46810 35.68188 0.0408 -0.7630 -0.7747 -0.415
C 22.45162 -13.95706 34.51133 -1.0304 0.5311 1.6717 -0.742
H 23.86178 -21.37276 38.85688 0.5009 0.1740 1.0215 0.257
H 25.24777 -21.36015 37.79559 -0.4303 -0.1335 -0.7620 0.259
H 23.73383 -20.29281 37.62464 0.5333 0.2650 -0.6723 0.290
H 26.19969 -18.57751 37.58152 0.7319 -0.4641 -0.0421 0.360
H 26.05853 -17.78527 39.11073 -0.0916 -0.7646 0.7703 0.342
H 23.69972 -17.72201 38.67085 -0.8263 1.2657 -0.3583 0.249
H 23.99400 -18.20092 36.97274 -0.4338 -0.3531 0.0687 0.351
H 25.68013 -16.50784 36.76384 0.0875 0.0976 -0.1643 0.242
H 22.82064 -15.70479 36.81552 0.2847 0.2569 0.7465 0.394
H 23.78183 -16.38488 35.58470 -0.4496 0.0328 -0.7143 0.336
H 24.87265 -14.32640 35.06588 0.5066 -0.4333 0.1037 0.359
H 24.86610 -13.90877 36.80244 -0.1485 0.3951 -0.1049 0.394
H 22.23304 -13.12662 33.83999 0.8212 -0.1683 -0.4123 0.280
H 21.44788 -14.20901 34.85358 -0.1920 -0.2406 0.2222 0.273
H 22.82595 -14.89508 34.10133 0.5176 0.4794 -0.3712 0.323
C 32.99367 -9.12818 15.93618 -0.9546 0.3568 -1.6859 -0.753
O 31.55720 -9.31631 16.05980 1.0115 -0.6213 0.9555 -0.332
C 30.77894 -9.27205 14.85934 -1.1814 0.9594 1.5574 -0.506
C 29.25955 -9.07779 15.31993 1.3862 -0.2234 -0.0920 -0.719
N 29.14632 -7.96496 16.23982 -1.4891 0.1083 0.0056 -0.372
C 27.84832 -8.08356 16.97915 1.0927 0.9363 0.0774 -0.482
C 27.84765 -6.93308 17.98542 -0.3579 1.3534 -0.0262 -0.462
O 27.05258 -6.95569 19.14533 0.3708 -1.9218 0.4989 -0.294
C 27.29938 -8.01151 20.05856 -1.7845 0.0900 1.7776 -0.846
H 33.54380 -8.80862 16.82124 -0.8352 -0.4032 0.4831 0.271
H 33.15545 -8.32088 15.22189 0.0116 0.3049 -0.1838 0.304
H 33.48505 -9.98308 15.47165 -0.0901 -0.3714 0.2897 0.293
H 30.85881 -10.15853 14.23015 0.2916 -0.0102 -0.0247 0.361
H 31.12027 -8.34837 14.39199 -0.3161 -0.0882 -0.8143 0.366
H 28.81106 -9.93654 15.81943 0.6464 -0.8693 0.0106 0.385
H 28.59538 -8.96256 14.46337 0.2726 0.4599 -0.3568 0.337
H 29.90765 -7.98158 16.90329 0.1121 -0.2314 0.0399 0.288
H 27.74593 -9.04639 17.47972 0.0255 -0.2819 0.1129 0.399
H 27.02574 -7.97233 16.27269 -0.0010 -0.0734 -0.0286 0.264
H 27.41432 -6.02488 17.56649 0.5449 -0.0153 -0.8123 0.214
H 28.86546 -6.69039 18.29078 0.3570 -0.1761 -0.1101 0.336
H 26.93696 -9.01784 19.84867 0.0783 -0.0502 -1.1477 0.293
H 26.61824 -7.74741 20.86750 -0.0551 0.0642 0.2990 0.309
H 28.23200 -8.15621 20.60388 0.8518 0.7102 -0.8172 0.344
```
Forces are in eV/Å.

## Properties
LUMO	0.0143	hartree
SMILES string	COC[C@H](C)N.COC[C@H](C)N.COC[C@H](C)N.COC[C@H](C)N.COCCNCCOC.COCCNCCOC.COCCNCCOC.COCCNCCOC.COCCNCCOC.COCCNCCOC
calculated total energy	-3812.32742	a.u.
total charge	0
relative energy (zero: lowest compared OMol25 entry of this formula, charge and spin)	248.8	kcal/mol